Record 1
{
  "formula": "C6H8",
  "method": "ωB97M-V with the def2-TZVPD basis set",
  "species": ["C", "C", "C", "C", "C", "C", "H", "H", "H", "H", "H", "H", "H", "H"],
  "positions_angstrom": [[0.48, -1.63, 0.32], [-1.38, 2.80, -0.20], [-0.68, -0.69, 0.25], [-0.92, 1.82, 0.33], [-0.32, 0.63, 0.92], [0.80, -1.05, -1.03], [-1.80, 3.67, -0.66], [1.50, -0.24, -1.10], [0.76, 0.81, 1.09], [-0.75, 0.47, 1.93], [-0.22, -0.70, -1.38], [1.28, -1.42, 1.04], [0.23, -2.69, 0.29], [1.00, -1.80, -1.77]],
  "nbo_charge": [-0.516, -0.237, 0.075, -0.001, -0.613, -0.603, 0.236, 0.227, 0.212, 0.279, 0.276, 0.197, 0.220, 0.249],
  "gap_ev": 9.4,
  "multiplicity": 1,
  "e_lumo_ev": 0.9,
  "e_above_lowest_kj_mol": 472.01,
  "homo_ev": -8.48
}

Record 2
{
  "formula": "C6H8",
  "method": "ωB97M-V with the def2-TZVPD basis set",
  "species": ["C", "C", "C", "C", "C", "C", "H", "H", "H", "H", "H", "H", "H", "H"],
  "positions_angstrom": [[1.18, 0.35, -1.21], [-1.12, -0.70, -0.22], [-0.34, 0.43, -0.90], [-0.49, -0.72, 1.16], [0.57, 0.22, 1.25], [0.66, 0.99, 0.02], [-0.88, 1.07, -1.60], [-1.09, -1.69, -0.70], [-0.99, -1.14, 2.03], [0.06, 1.23, 1.57], [1.51, 0.92, -2.07], [1.69, -0.61, -1.08], [1.42, 0.10, 1.93], [-2.19, -0.43, -0.18]],
  "nbo_charge": [-0.436, -0.471, -0.259, -0.100, -0.547, 0.011, 0.223, 0.216, 0.190, 0.288, 0.224, 0.207, 0.240, 0.214],
  "gap_ev": [7.6, 8.6],
  "multiplicity": 1,
  "e_lumo_ev": [0.2, 0.7],
  "e_above_lowest_kj_mol": 452.54,
  "homo_ev": [-7.39, -7.88]
}